# 1
Formula: C5H13N2O
Source: the Open Molecules 2025 dataset
Level of theory: the ωB97M-V functional and the def2-TZVPD basis

Properties
* spin multiplicity: 2
* Kohn-Sham gap (alpha / beta): 0.413 / 0.259 Ha
* ΔE to the lowest compared entry with this formula, charge and spin: 241.1 kJ/mol
* charge: +2
* total energy: -10402.873 eV
* strongest force on any atom: 0.07380 Eh/bohr
* ⟨S²⟩: 0.756

CARTESIAN COORDINATES (ANGSTROEM)
N  -1.22  -1.05  1.48
C  -0.98  0.43  1.73
C  -0.10  1.16  0.63
N  0.60  0.32  -0.41
C  1.84  1.02  -0.78
C  -0.23  -0.13  -1.50
C  0.34  -1.64  -1.70
O  -0.12  -2.43  -0.94
H  -0.61  -1.54  0.80
H  -2.09  -1.25  0.95
H  -1.24  -1.65  2.31
H  -1.85  1.05  1.95
H  -0.42  0.36  2.66
H  -0.82  1.79  0.09
H  0.68  1.57  1.25
H  2.31  0.51  -1.62
H  2.57  0.91  0.04
H  1.66  2.06  -0.99
H  -0.20  0.52  -2.38
H  -1.21  -0.24  -1.06
H  1.09  -1.77  -2.50

=====

# 2
Formula: C12H4AlCl48N2O2
Source: the Open Molecules 2025 dataset
Level of theory: the ωB97M-V functional and the def2-TZVPD basis

Properties
* Kohn-Sham gap: 0.240 Ha
* charge: -1
* total energy: -627252.980 eV
* strongest force on any atom: 0.08393 Eh/bohr

CARTESIAN COORDINATES (ANGSTROEM)
N  -3.23  -2.25  1.55
Al  -2.16  -3.73  2.27
O  -0.56  -2.89  2.92
N  -0.75  -2.59  4.23
O  -0.54  -3.65  4.80
H  -3.29  -1.59  2.39
H  -2.63  -1.73  0.84
H  -2.96  -4.39  3.47
H  -1.74  -4.78  1.15
C  -4.84  0.52  -0.32
Cl  -5.69  1.96  -0.94
Cl  -3.41  0.20  -1.33
Cl  -4.32  0.82  1.36
Cl  -5.94  -0.88  -0.36
C  2.32  -1.71  0.40
Cl  0.57  -1.50  0.15
Cl  3.12  -1.97  -1.17
Cl  3.00  -0.26  1.18
Cl  2.60  -3.13  1.45
C  0.15  -6.25  -1.63
Cl  -1.12  -6.00  -2.85
Cl  1.15  -7.65  -2.10
Cl  1.17  -4.80  -1.53
Cl  -0.60  -6.56  -0.04
C  -1.96  4.07  -0.41
Cl  -3.10  3.88  0.95
Cl  -2.85  4.62  -1.85
Cl  -0.72  5.27  0.03
Cl  -1.18  2.51  -0.75
C  -8.13  -4.34  -2.00
Cl  -9.88  -4.13  -2.25
Cl  -7.33  -4.60  -3.57
Cl  -7.46  -2.89  -1.22
Cl  -7.85  -5.76  -0.96
C  6.22  2.00  1.57
Cl  7.09  3.31  0.73
Cl  6.16  0.56  0.51
Cl  7.07  1.59  3.08
Cl  4.56  2.53  1.95
C  2.96  7.00  -0.12
Cl  2.59  6.38  -1.75
Cl  4.37  6.14  0.54
Cl  3.32  8.75  -0.22
Cl  1.55  6.75  0.94
C  -4.93  3.35  4.62
Cl  -6.67  3.11  4.31
Cl  -4.03  1.90  4.13
Cl  -4.35  4.75  3.69
Cl  -4.68  3.64  6.36
C  -2.14  -9.42  2.73
Cl  -2.50  -10.04  1.10
Cl  -0.73  -10.28  3.39
Cl  -1.77  -7.67  2.63
Cl  -3.54  -9.67  3.79
C  2.87  -3.05  -5.09
Cl  1.50  -3.74  -4.18
Cl  3.47  -4.25  -6.25
Cl  2.33  -1.59  -5.96
Cl  4.17  -2.62  -3.95
C  1.38  6.96  -5.65
Cl  0.24  6.77  -4.30
Cl  0.49  7.52  -7.10
Cl  2.62  8.17  -5.22
Cl  2.16  5.40  -6.00
C  9.67  6.38  1.17
Cl  10.00  6.68  2.90
Cl  10.40  4.83  0.69
Cl  7.91  6.33  0.90
Cl  10.38  7.70  0.19

=====

# 3
Formula: C5H11N
Source: the Open Molecules 2025 dataset
Level of theory: the ωB97M-V functional and the def2-TZVPD basis

Properties
* Kohn-Sham gap: 0.368 Ha
* ΔE to the lowest compared entry with this formula, charge and spin: 151.9 kJ/mol
* charge: 0
* total energy: -6851.955 eV
* strongest force on any atom: 0.01235 Eh/bohr
* structure (SMILES): CCN1C[C@H]1C

CARTESIAN COORDINATES (ANGSTROEM)
C  -0.94  1.39  -1.52
C  0.25  0.72  -0.86
N  0.31  0.83  0.58
C  -0.68  0.16  1.40
C  0.69  -0.42  1.25
C  0.89  -1.75  0.49
H  -0.98  1.07  -2.57
H  -1.87  1.08  -1.04
H  -0.88  2.48  -1.49
H  0.22  -0.33  -1.14
H  1.19  1.11  -1.25
H  -1.02  0.74  2.27
H  -1.47  -0.43  0.93
H  1.42  -0.27  2.04
H  0.47  -2.56  1.08
H  1.96  -1.94  0.34
H  0.45  -1.89  -0.51

=====

# 4
Formula: C4H8Cl2N2O
Source: the Open Molecules 2025 dataset
Level of theory: the ωB97M-V functional and the def2-TZVPD basis

Properties
* Kohn-Sham gap: 0.371 Ha
* ΔE to the lowest compared entry with this formula, charge and spin: 360.7 kJ/mol
* charge: 0
* total energy: -34344.579 eV
* strongest force on any atom: 0.18221 Eh/bohr

CARTESIAN COORDINATES (ANGSTROEM)
C  0.38  1.67  -0.91
C  0.79  0.25  -1.09
C  -0.96  -0.50  0.64
C  -0.15  -0.46  1.89
H  1.38  2.35  -1.23
H  0.21  1.79  0.51
H  1.87  0.26  -0.49
H  0.83  0.02  -2.13
H  -1.66  -1.59  0.61
H  -1.59  0.46  0.45
H  0.31  0.64  1.89
H  0.45  -1.14  1.67
N  -0.10  -0.77  -0.53
N  -0.09  -2.05  -0.97
O  0.68  -2.19  -1.98
Cl  -1.15  2.08  -1.69
Cl  -1.20  -0.82  3.36

=====

# 5
Formula: C12H28BN3O24S4
Source: the Open Molecules 2025 dataset
Level of theory: the ωB97M-V functional and the def2-TZVPD basis

Properties
* spin multiplicity: 2
* Kohn-Sham gap (alpha / beta): 0.138 / 0.288 Ha
* charge: +1
* total energy: -110515.734 eV
* strongest force on any atom: 0.10950 Eh/bohr
* ⟨S²⟩: 0.752

CARTESIAN COORDINATES (ANGSTROEM)
N  4.30  -3.11  4.21
H  4.71  -3.44  3.35
H  3.68  -2.32  4.04
H  5.02  -2.82  4.86
H  3.86  -3.89  4.68
N  -3.52  -2.77  -1.24
H  -2.87  -2.00  -1.33
H  -4.19  -2.63  -1.99
H  -3.88  -2.75  -0.29
H  -3.08  -3.68  -1.28
N  0.43  -1.27  6.31
H  1.16  -1.76  6.80
H  0.70  -0.31  6.14
H  -0.23  -1.09  7.05
H  0.11  -1.62  5.42
O  -0.41  0.09  4.08
C  0.26  0.00  3.03
O  -0.02  0.39  1.73
B  0.82  -0.27  0.75
O  1.93  -0.84  1.62
C  1.55  -0.86  2.89
O  2.06  -1.60  3.72
O  -0.03  -1.24  0.02
C  -0.53  -0.60  -1.17
O  -1.23  -1.07  -2.00
C  0.19  0.75  -1.26
O  1.02  0.83  -0.24
O  0.20  1.57  -2.18
C  -3.30  4.09  -1.73
C  -2.81  3.98  -3.12
O  -2.25  5.24  -3.52
S  -2.35  6.36  -2.28
O  -3.47  7.31  -2.36
O  -1.00  6.92  -2.07
O  -2.55  5.20  -1.14
H  -3.14  3.18  -1.17
H  -4.32  4.47  -1.74
H  -3.50  3.61  -3.88
H  -1.99  3.26  -3.11
C  -2.34  2.96  3.10
C  -2.20  4.03  1.95
O  -1.20  4.98  2.28
S  -0.58  4.73  3.75
O  -0.60  5.89  4.64
O  0.60  3.91  3.63
O  -1.94  3.84  4.22
H  -1.69  2.08  3.04
H  -3.41  2.87  3.29
H  -3.16  4.50  1.71
H  -1.91  3.53  1.03
C  -0.70  -3.04  -4.45
C  -0.14  -3.93  -5.53
O  -1.24  -4.71  -5.82
S  -2.75  -3.87  -5.72
O  -3.77  -4.72  -5.14
O  -3.12  -3.13  -6.92
O  -2.11  -2.86  -4.60
H  -0.18  -2.08  -4.36
H  -0.54  -3.42  -3.44
H  0.63  -4.63  -5.20
H  0.12  -3.39  -6.44
C  4.09  -1.05  -1.36
C  5.25  -0.76  -0.45
O  5.58  -1.93  0.26
S  4.49  -3.13  -0.08
O  4.03  -3.81  1.15
O  5.02  -3.91  -1.14
O  3.37  -2.11  -0.74
H  4.44  -1.44  -2.32
H  3.35  -0.26  -1.39
H  5.10  -0.04  0.35
H  6.20  -0.46  -0.90

=====

# 6
Formula: C5H6O
Source: the Open Molecules 2025 dataset
Level of theory: the ωB97M-V functional and the def2-TZVPD basis

Properties
* Kohn-Sham gap: 0.387 Ha
* ΔE to the lowest compared entry with this formula, charge and spin: 269.7 kJ/mol
* charge: 0
* total energy: -7326.489 eV
* strongest force on any atom: 0.02137 Eh/bohr

CARTESIAN COORDINATES (ANGSTROEM)
C  -1.00  0.33  0.58
C  -0.52  -0.89  -0.26
O  -0.52  -0.10  -1.46
C  -0.05  0.95  -0.61
C  1.28  0.39  -0.07
C  0.95  -0.88  0.17
H  -2.10  0.37  0.68
H  -0.56  0.41  1.57
H  -1.08  -1.81  -0.37
H  0.00  1.91  -1.13
H  2.17  0.95  0.18
H  1.43  -1.65  0.75

=====

# 7
Formula: C16H16F2N2O2S
Source: the Open Molecules 2025 dataset
Level of theory: the ωB97M-V functional and the def2-TZVPD basis

Properties
* Kohn-Sham gap: 0.301 Ha
* ΔE to the lowest compared entry with this formula, charge and spin: 0.0 kJ/mol
* charge: 0
* total energy: -40196.326 eV
* strongest force on any atom: 0.02180 Eh/bohr
* structure (SMILES): O=S(=O)(c1ccc(F)cc1)N1CCN(c2ccc(F)cc2)CC1

CARTESIAN COORDINATES (ANGSTROEM)
O  -2.58  1.86  1.63
S  -1.22  1.44  1.72
O  -0.89  0.37  2.62
N  -0.71  1.08  0.15
C  -1.71  0.31  -0.58
H  -2.44  1.01  -0.98
C  -1.06  -0.50  -1.70
N  -0.11  -1.44  -1.16
C  0.03  -2.71  -1.65
C  -0.35  -3.01  -2.97
C  -0.21  -4.29  -3.48
C  0.33  -5.28  -2.68
C  0.72  -5.02  -1.38
C  0.57  -3.74  -0.87
H  0.85  -3.56  0.15
H  1.14  -5.81  -0.78
F  0.48  -6.53  -3.19
H  -0.50  -4.51  -4.49
H  -0.74  -2.24  -3.61
C  0.54  -1.04  0.07
H  0.00  -1.39  0.96
C  0.62  0.49  0.12
H  1.16  0.87  -0.75
H  1.14  0.81  1.02
H  1.56  -1.45  0.09
H  -1.85  -1.05  -2.22
H  -0.58  0.18  -2.42
H  -2.23  -0.37  0.11
C  -0.18  2.85  2.08
C  0.72  2.80  3.13
C  1.51  3.91  3.40
C  1.37  5.03  2.60
C  0.46  5.09  1.56
C  -0.32  3.98  1.30
H  -1.05  3.97  0.50
H  0.38  5.99  0.97
F  2.13  6.11  2.86
H  2.23  3.91  4.20
H  0.79  1.90  3.72

=====

# 8
Formula: C19H13Cl3ErN3O2
Source: the Open Molecules 2025 dataset
Level of theory: the ωB97M-V functional and the def2-TZVPD basis

Properties
* spin multiplicity: 4
* Kohn-Sham gap (alpha / beta): 0.220 / 0.222 Ha
* ΔE to the lowest compared entry with this formula, charge and spin: 20.7 kJ/mol
* charge: +2
* total energy: -93652.715 eV
* strongest force on any atom: 0.03056 Eh/bohr
* ⟨S²⟩: 3.753

CARTESIAN COORDINATES (ANGSTROEM)
Er  -0.37  -1.85  0.43
C  -3.62  -2.53  0.06
O  -2.57  -1.52  0.11
C  -2.96  -0.17  -0.16
C  -4.28  0.17  -0.38
C  -4.59  1.50  -0.63
C  -3.58  2.46  -0.66
C  -2.27  2.09  -0.43
C  -1.94  0.77  -0.18
N  -0.60  0.30  0.05
N  0.31  1.24  -0.06
C  1.62  1.02  0.15
C  2.26  -0.21  0.51
O  1.52  -1.33  0.59
C  3.61  -0.28  0.78
C  4.38  0.86  0.68
C  3.84  2.11  0.29
C  4.66  3.24  0.17
C  4.13  4.45  -0.23
C  2.77  4.54  -0.51
C  1.94  3.45  -0.39
C  2.45  2.21  0.01
H  -4.37  -2.30  0.81
H  -3.15  -3.48  0.29
H  -4.05  -2.55  -0.94
H  -5.07  -0.57  -0.37
H  -5.61  1.78  -0.81
H  -3.83  3.49  -0.85
H  -1.48  2.83  -0.44
H  4.04  -1.23  1.06
H  5.44  0.80  0.90
H  5.72  3.15  0.39
H  4.77  5.32  -0.32
H  2.35  5.49  -0.83
H  0.89  3.54  -0.62
Cl  -0.43  -7.30  -1.47
C  -0.38  -6.90  0.23
Cl  -1.77  -7.51  1.09
Cl  1.12  -7.39  0.98
C  -0.43  -5.41  0.31
N  -0.48  -4.26  0.38